Entry 1:
Formula: C36H101N7O11
Source: the OMol25 dataset
Level of theory: wB97M-V/def2-TZVPD

Values from the calculation:
SMILES string: COC[C@H](C)N.COC[C@H](C)N.COC[C@H](C)N.COC[C@H](C)N.COC[C@H](C)N.COC[C@H](C)N.COC[C@H](C)N.CCO.CCO.CCO.CCO
Energy above the lowest of the compared OMol25 structures with the same formula, charge and spin, kcal per mole: 108.0
HOMO energy, eV: -7.8337

Geometry (Å):
C1 0.0436 -14.4897 -17.3920
H1 3.7274 -12.1658 -13.3386
C2 2.1254 -7.4299 -12.5737
H2 4.7299 -6.7024 -23.2292
H3 4.4441 -11.0193 -21.2350
H4 1.1672 -7.9000 -12.3524
H5 8.7007 -9.6394 -13.4843
H6 -0.6138 -7.0984 -18.1816
H7 1.0369 -5.2534 -22.5999
H8 -0.8255 -11.7774 -12.2583
H9 4.9189 -5.2943 -15.2312
H10 9.4150 -8.1596 -13.0678
H11 3.4313 -12.8882 -23.3189
H12 2.1938 -5.5436 -20.8011
C3 8.6554 -8.5780 -13.7281
H13 1.8135 -15.0571 -18.4702
H14 0.1656 -9.7124 -18.1256
H15 0.6160 -6.1010 -18.7225
H16 1.8159 -4.4108 -9.7813
H17 6.7395 0.0346 -13.8468
H18 0.8540 -7.7967 -20.3380
C4 -0.6476 -10.7033 -12.2066
C5 3.7062 -8.1360 -16.2034
C6 3.7242 -11.0876 -20.4193
H19 7.2372 -6.3731 -14.8750
H20 1.1547 -10.7994 -20.3621
H21 5.3253 -13.7078 -15.4534
H22 -1.5634 -10.6460 -17.2732
N1 6.0414 -13.4984 -13.8152
H23 4.0668 -7.3992 -16.9211
H24 4.1416 -11.3432 -19.4454
H25 6.6858 -10.8505 -11.8578
C7 5.3055 -15.0367 -16.8138
H26 5.5567 -15.8188 -14.6969
C8 2.8333 -6.2727 -22.6350
H27 3.1874 -9.0096 -13.6732
H28 7.9550 -5.9512 -13.3993
H29 3.9460 -9.6185 -17.6953
C9 4.3388 -5.9215 -19.2922
H30 5.6141 -3.9695 -13.5412
O1 5.6536 -1.4168 -12.9612
H31 4.5428 -4.8600 -19.1525
H32 2.2394 -14.2331 -20.8276
H33 1.8861 -10.5631 -16.5377
H34 5.6223 -17.0556 -15.7398
H35 4.2235 -1.4403 -14.6680
C10 0.8763 -8.1643 -19.3121
H36 -1.3284 -10.2704 -11.4737
C11 6.1645 -0.1268 -12.9349
H37 5.9560 -1.9392 -14.8251
H38 -0.3413 -15.4995 -17.5341
C12 8.4532 -9.0909 -16.0184
H39 8.1192 -10.0847 -15.7202
O2 4.1925 -6.3108 -20.6046
C13 0.4650 -7.1094 -18.3371
O3 1.1681 -5.5049 -11.3505
H40 3.0305 -14.5974 -23.2963
C14 9.2970 -11.8587 -11.6421
H41 5.3455 0.5923 -12.9220
C15 3.8656 -6.2090 -23.6739
H42 -0.2074 -14.1225 -16.3969
C16 4.7530 -3.4957 -14.0125
H43 3.0822 -9.2123 -11.9745
H44 3.1603 -13.5482 -17.4618
H45 6.1876 -7.6210 -11.8203
H46 3.6694 -3.3776 -12.2491
O4 9.1654 -8.3966 -15.0555
H47 3.4413 -6.0697 -18.6918
C17 5.0508 -1.9907 -14.2200
H48 1.8899 -15.3207 -16.7336
C18 -1.4156 -10.8691 -16.2165
H49 3.4330 -13.8412 -19.7409
H50 7.5852 -8.5333 -16.3703
H51 6.4650 -8.6145 -13.8366
O5 4.8295 -13.8262 -16.2669
H52 2.4064 -5.8264 -13.8787
H53 2.6173 -8.1289 -16.2528
N2 0.9627 -10.8015 -16.8702
O6 0.0370 -9.2970 -18.9815
H54 5.2230 -6.3917 -18.8618
H55 4.2337 -7.9653 -12.6342
H56 5.9864 -11.5650 -14.0564
C19 5.1444 -16.0783 -15.6720
H57 4.7168 -14.0216 -23.6410
H58 3.5419 -4.4559 -15.7679
C20 0.9219 -4.9366 -10.1166
H59 4.1253 -7.8383 -15.2423
N3 1.8417 -6.6496 -13.7254
H60 6.8260 -12.4472 -11.2285
H61 9.0658 -9.0855 -16.9200
H62 -1.6077 -11.9281 -16.0443
H63 4.1852 -5.1810 -23.8452
C21 7.1213 -6.5263 -13.8020
C22 7.2548 -7.9985 -13.4065
H64 0.3732 -10.5916 -11.8412
H65 2.7924 -3.1874 -13.5747
H66 3.4177 -4.5106 -21.3784
H67 1.6501 -11.8141 -19.1285
C23 6.9797 -11.8627 -12.1356
H68 1.1097 -11.8007 -16.8614
H69 0.7699 -5.6942 -9.3478
N4 1.4904 -11.7211 -20.1214
H70 0.9141 -7.1561 -17.3450
H71 1.0239 -6.2969 -13.2492
C24 1.5781 -14.6139 -17.5026
C25 4.2627 -9.4812 -16.6614
C26 -0.0617 -10.3266 -15.9184
H72 0.0339 -4.3127 -10.2180
C27 0.2751 -10.6637 -14.3927
H73 9.0502 -12.2873 -10.6708
H74 1.2734 -10.2799 -14.1824
C28 4.5382 -4.2814 -15.3616
H75 9.6467 -10.8289 -11.5686
H76 6.1594 -6.1297 -13.4772
H77 5.7568 -14.2340 -13.1844
H78 7.0060 -8.9950 -11.6554
O7 3.6849 -10.4486 -15.8531
C29 4.4514 -12.1063 -12.5260
H79 4.2322 -11.1134 -12.1334
H80 -0.0130 -9.2382 -15.8867
C30 2.2125 -6.4764 -11.3284
H81 6.3346 -14.9069 -17.1489
N5 1.7240 -5.5748 -23.2667
H82 4.7272 -15.3418 -17.6859
N6 7.0758 -8.0570 -12.0232
C31 2.6840 -12.0653 -20.9514
O8 8.3517 -12.0455 -12.6157
H83 1.9091 -8.5110 -19.2761
H84 10.1774 -12.4149 -11.9640
H85 2.4862 -7.2783 -22.3974
H86 0.4138 -11.7226 -14.1748
H87 4.1491 -12.9643 -11.9256
H88 2.2695 -7.0561 -10.4071
H89 4.0244 -11.2903 -16.1661
C32 3.8101 -13.8752 -23.0539
C33 3.1639 -5.5675 -21.2975
O9 4.1381 -14.0062 -21.6505
H90 2.1659 -4.7624 -23.6727
C34 5.8431 -12.2064 -13.1869
H91 5.1805 -3.9754 -16.1874
H92 3.5901 -6.8335 -24.5237
H93 -2.1799 -10.2966 -15.6909
H94 4.0655 -16.0846 -15.5174
H95 6.7214 -0.1814 -11.9995
H96 5.3459 -9.5852 -16.5982
H97 7.0508 -13.4801 -13.8456
H98 2.3595 -11.8398 -21.9673
H99 -0.4590 -13.8490 -18.1166
O10 -0.6831 -10.1042 -13.4127
O11 2.2143 -13.3858 -17.4767
H100 3.1909 -6.0942 -11.6194
H101 3.4089 -10.0475 -20.3375
C35 3.1087 -13.5803 -20.7483
C36 3.2659 -8.4559 -12.7376
N7 3.5677 -3.7127 -13.1965

=====

Entry 2:
Formula: C55H66BBrN2O10P
Source: the OMol25 dataset
Level of theory: wB97M-V/def2-TZVPD

Values from the calculation:
Energy above the lowest of the compared OMol25 structures with the same formula, charge and spin, kcal per mole: 0.0
Total charge: +1
HOMO energy, eV: -9.9159

Geometry (Å):
H1 1.2019 6.3186 -5.1527
C1 -5.7075 3.8379 -1.4786
H2 -5.5831 2.6914 -4.1183
C2 -4.2672 -5.8266 3.1054
H3 -5.0313 -0.6949 -3.2578
H4 1.4732 5.8305 -2.7611
H5 -0.0027 -1.8801 -1.5846
H6 3.8950 -3.4992 5.8515
H7 -2.5216 -0.8826 -3.8045
H8 4.3031 -0.7129 2.6264
H9 -5.7172 -0.0680 -1.7315
O1 -0.6614 3.1781 -1.8060
H10 7.4192 -6.9018 6.6485
O2 4.6267 5.0871 0.7711
H11 4.7944 5.9744 1.1314
C3 -6.2198 -6.4670 1.8628
H12 0.9486 0.6579 1.0615
C4 1.7508 3.8840 -1.7923
C5 9.1143 -7.1884 5.3688
H13 -4.2767 -4.3758 0.0388
C6 -4.5149 1.3589 -2.7669
H14 -1.7368 -5.8193 6.4104
H15 2.8779 4.9783 -3.3314
H16 3.5771 2.6536 -1.7391
C7 8.1569 -5.0171 3.9261
H17 -3.9898 -2.7250 -2.1581
H18 -2.8379 0.0486 -1.5081
H19 -1.0735 2.5718 -1.1747
C8 1.0569 4.3591 -4.2469
C9 4.4544 -3.1132 5.0096
H20 0.4576 -4.6922 6.4935
H21 -2.6079 6.2046 -5.8025
C10 -0.1497 -4.6276 5.5999
C11 -1.7079 -4.4516 3.3075
H22 3.0118 -1.6029 4.5395
H23 -6.5343 1.3372 -3.5458
C12 -3.1377 -2.0424 -2.1014
H24 -0.9377 -0.5840 -2.2682
H25 -3.5618 5.5784 -3.6358
C13 4.6867 -1.5507 3.1954
H26 -0.9355 7.0911 -4.5935
C14 -0.2413 -1.3850 -2.5275
C15 5.8944 -2.1280 2.8438
C16 7.6669 -3.8435 3.1536
H27 -3.9791 -0.8592 -0.5464
O3 8.2892 -3.4163 2.2037
H28 -4.0705 1.8670 -1.9098
C17 -3.8330 -5.0578 2.0227
H29 -3.0399 -2.5360 -4.2451
O4 1.8265 0.9013 1.3861
H30 -8.4509 2.3843 -2.3073
C18 0.4574 5.5262 -5.0331
C19 -2.5370 -4.3310 2.0785
C20 7.4633 -5.4743 5.0500
C21 -0.8953 6.0093 -4.4624
H31 1.0079 -0.8510 -4.2114
C22 0.3077 -3.9136 4.4964
C23 -3.6361 -0.6982 -1.5749
C24 -2.1601 -5.1822 4.4076
C25 -0.4705 -3.8234 3.3563
C26 -2.1068 5.4198 -5.2356
H32 -1.0148 5.7035 -3.4189
C27 6.1942 -4.8257 5.4774
H33 -6.2764 5.2705 0.0545
H34 -7.1447 -7.0245 1.7942
H35 9.8511 -5.3132 2.6464
C28 1.0213 -0.6994 -3.1318
C29 0.2191 5.7255 1.8491
B1 1.7188 2.1846 1.9118
C30 0.3057 3.9203 -1.1796
C31 -5.4590 -6.5339 3.0179
H36 2.2878 2.0727 -3.9787
H37 -5.7881 -7.1388 3.8518
C32 6.3847 -3.2066 3.5694
H38 -6.3996 -5.6263 -0.1053
H39 1.7873 3.8809 -4.9043
C33 -1.0052 -2.3234 -3.4911
Br1 4.0606 7.4243 -1.1146
H40 -2.6859 4.0238 -3.6419
H41 2.1796 2.0004 -0.9238
C34 1.4673 5.2487 1.6818
H42 -3.7497 1.3405 -3.5492
H43 -0.6054 -2.3255 -4.5071
O5 0.5446 3.6046 0.1882
H44 9.4912 -8.0325 5.9313
H45 1.9098 -1.1255 -2.6660
H46 0.3097 3.5932 -4.0321
H47 -1.7988 4.6321 -5.9282
H48 10.6987 -7.2476 3.9204
H49 -3.9622 4.3456 -4.8105
H50 0.2623 5.1511 -6.0406
C35 9.7949 -6.7451 4.2393
H51 -0.1155 -3.2665 2.4995
C36 3.9622 -2.0492 4.2737
H52 -8.7449 4.2648 -0.4574
C37 -7.6940 3.0115 -1.8664
H53 -0.3520 6.1506 1.0201
H54 1.8552 5.5956 -0.7040
C38 -3.1280 4.8012 -4.2714
H55 -0.2685 5.7301 2.8208
H56 -0.9121 -3.3497 -3.1210
H57 0.1502 1.2436 -3.5326
C39 9.3202 -5.6599 3.5225
C40 -3.4681 -5.8949 4.3613
C41 2.2009 1.6028 -3.0018
C42 -6.5336 4.5045 -0.6527
N1 2.3546 4.6969 -0.6430
O6 5.5953 -5.2099 6.4598
P1 4.1222 5.2150 -0.7546
O7 2.5001 3.1848 1.2664
C43 2.4929 2.5438 -1.8186
O8 -2.1571 -3.6584 1.1394
C44 1.7736 4.1552 0.6566
H58 2.9926 0.8481 -2.9762
C45 5.6690 -3.6919 4.6644
C46 -5.7893 2.0710 -3.2399
C47 -2.4963 -1.9405 -3.5116
H59 -4.6400 3.9655 -1.6046
H60 2.2469 5.6379 2.3319
H61 0.5208 0.9276 -1.8260
H62 6.4571 -1.7457 2.0030
O9 -3.8696 -6.5182 5.3200
C48 0.8806 0.8020 -2.8504
C49 7.9514 -6.5551 5.7732
H63 -2.4103 -2.4556 -1.3998
H64 1.2743 -3.4272 4.5291
C50 -1.3810 -5.2606 5.5554
C51 -5.7987 -5.6834 0.7931
C52 -4.8280 -0.0995 -2.3649
H65 0.1598 1.8778 2.9498
N2 -6.3767 2.9324 -2.2286
C53 1.8486 4.8231 -2.9937
O10 0.9267 2.4640 2.9759
C54 -7.8279 3.9504 -0.9274
C55 -4.6082 -4.9811 0.8721
H66 -0.0398 4.9667 -1.2849

=====

Entry 3:
Formula: C4H6N2
Source: the OMol25 dataset
Level of theory: wB97M-V/def2-TZVPD

Values from the calculation:
SMILES string: C[C@H]1N[C@@H]1C#N
Energy above the lowest of the compared OMol25 structures with the same formula, charge and spin, kcal per mole: 62.4
HOMO energy, eV: -9.9617

Geometry (Å):
N1 -1.0037 0.8989 -0.2496
N2 -1.6710 -2.2047 -2.0195
H1 0.9101 0.0269 2.3304
H2 1.9560 -0.2569 0.8320
H3 -0.8371 -0.9462 0.7402
C1 1.0986 0.3171 1.2397
H4 -0.7860 1.9706 -0.3530
H5 0.6141 0.2371 -1.6096
C2 -1.1052 -1.2973 -1.6485
C3 -0.1567 -0.0988 0.4419
C4 -0.2646 -0.0619 -0.9939
H6 1.2453 1.4153 1.2899

=====

Entry 4:
Formula: C4H10O2
Source: the OMol25 dataset
Level of theory: wB97M-V/def2-TZVPD

Values from the calculation:
SMILES string: C[C@@H](O)CCO
Energy above the lowest of the compared OMol25 structures with the same formula, charge and spin, kcal per mole: 23.9
HOMO energy, eV: -9.8926

Geometry (Å):
O1 -1.3512 -1.4019 0.0426
H1 1.2996 1.6428 -1.5741
H2 0.2372 -2.5865 0.6945
C1 0.2948 1.6414 -1.1417
C2 0.3030 0.8743 0.2129
H3 1.0142 1.2611 0.9558
H4 -0.3853 1.0907 -1.8083
H5 -0.0850 2.6819 -1.1198
C3 -0.1104 -1.5420 0.7303
H6 -1.6361 0.5818 0.3795
H7 -1.9972 -1.9418 0.4996
H8 0.9457 -0.8842 -1.0227
H9 -0.1879 -1.2439 1.7888
O2 -0.9838 1.1333 0.8420
H10 1.8203 -0.7174 0.4919
C4 0.8221 -0.5896 0.0287

=====

M values, unit Da, following the record order: 808.24 1036.83 82.11 90.12.
Calculated total energy values, unit eV, following the record order: -71914.52597 -161564.90633 -7222.88489 -8404.50957.